*one*
A 9-piece molecular cluster, C5H30N2O9 overall, computed with wB97M-V/def2-TZVPD.

Geometry as XYZ:
```
46
Properties=species:S:1:pos:R:3
C 0.2733 -0.7372 -2.5607
N -0.0661 -0.9309 -1.0983
C 0.8506 0.0238 -0.4428
C 2.3871 -0.2775 -0.8544
O 2.8638 0.5246 -1.9832
C 0.7505 0.0075 1.1376
C 0.8873 1.3389 1.9708
N -0.3357 1.6061 2.6777
H 1.2889 -0.7382 -2.8521
H -0.3818 -1.3947 -3.0731
H -0.1104 0.1787 -2.9785
H 0.0924 -1.8692 -0.8368
H 0.6393 1.0436 -0.7396
H 3.2524 0.0021 -0.1094
H 2.2119 -1.2092 -1.3184
H 2.8601 1.4700 -1.6801
H -0.3261 -0.2652 1.2913
H 1.4028 -0.7670 1.5927
H 1.7064 1.2794 2.5579
H 1.1796 2.0735 1.0975
H -0.9669 0.9302 2.5295
H -0.2117 1.7057 3.5914
O -4.8976 -0.4134 -1.7356
H -5.1538 -1.0531 -0.9671
H -4.2936 -0.7715 -2.3603
O 0.9112 4.2719 1.0560
H 1.3483 3.5684 1.6408
H -0.1377 4.0687 1.1482
O 0.6874 -4.0376 0.0957
H 1.4222 -3.9658 -0.3698
H 0.8883 -4.5529 0.8132
O -3.0829 0.0559 -0.1360
H -2.4826 -0.1261 -0.7227
H -3.7381 0.5877 -0.6690
O -1.2488 2.6471 0.1355
H -2.0290 3.2061 -0.1198
H -1.4514 1.7252 0.0841
O 2.2978 3.1630 -0.9881
H 2.2820 3.7778 -0.1742
H 1.2812 2.9360 -1.1140
O -3.5929 -3.2176 -0.5065
H -3.3178 -4.0821 -0.7553
H -2.7637 -2.5863 -0.4029
O 2.3581 -3.2875 2.4465
H 1.5650 -2.8774 2.4897
H 2.9008 -3.0318 3.1928
```

Calculated values
SMILES string = CN[C@H](CO)CCN.O.O.O.O.O.O.O.O
HOMO energy = -9.0 eV
E_LUMO = 0.285 eV
spin multiplicity = 1

=====

*two*
A 9-piece molecular cluster, C5H30N2O9 overall, computed with wB97M-V/def2-TZVPD.

Geometry as XYZ:
```
46
Properties=species:S:1:pos:R:3
C 2.4883 -0.6201 1.0577
N 1.0209 -0.8257 0.9138
C 0.7951 -2.2470 1.3091
C 0.2514 0.1060 1.7121
C -1.1172 -0.0517 0.9597
N -1.9390 1.1334 0.7460
C -2.1167 -0.7693 1.9661
O -2.2001 -0.0435 3.1364
H 2.8745 -0.6862 0.0305
H 2.8309 0.4242 1.5274
H 3.0820 -1.3508 1.5895
H 1.5245 -2.8240 0.6953
H 0.7710 -2.4710 2.3418
H -0.2183 -2.5492 1.2755
H 0.5146 1.2010 1.5434
H 0.1785 0.0894 2.7988
H -1.2010 -0.8169 0.2092
H -1.8666 1.4616 -0.2127
H -1.6381 1.9111 1.3990
H -3.0595 -0.9562 1.4082
H -1.7460 -1.7582 2.2595
H -2.7470 0.7174 3.3734
O -0.2292 1.1541 -3.4409
H -0.1859 0.4965 -2.7321
H 0.0923 0.6291 -4.1716
O -2.3962 -3.4779 -0.2236
H -2.0786 -2.5645 -0.0286
H -1.4942 -3.7374 -0.5357
O -1.1390 -1.2583 -2.6947
H -1.9679 -1.4389 -2.3335
H -1.0668 -2.1267 -3.1427
O 2.0218 1.2608 -1.7595
H 1.6843 0.4166 -2.1557
H 2.8554 1.1269 -1.3921
O 0.7304 -3.1220 -1.4398
H 1.6322 -3.3326 -1.6583
H 0.7692 -2.3147 -0.9525
O 2.1287 3.7578 -0.3846
H 1.1658 3.6131 -0.4870
H 2.6138 3.1527 -0.9532
O -0.2407 2.6464 -1.3006
H -0.2260 1.6862 -1.0999
H 0.6441 2.7396 -1.7511
O -0.4508 3.6790 1.1629
H -0.1014 3.6863 0.3096
H -1.2437 4.2537 1.1251
```

Calculated values
SMILES string = CN(C)C[C@H](N)CO.O.O.O.O.O.O.O.O
HOMO energy = -8.5 eV
E_LUMO = -0.146 eV
spin multiplicity = 1

=====

*three*
A 9-piece molecular cluster, C5H30N2O9 overall, computed with wB97M-V/def2-TZVPD.

Geometry as XYZ:
```
46
Properties=species:S:1:pos:R:3
C 0.7776 0.0190 3.6665
N 2.1288 -0.0661 3.0217
C 2.3507 0.7463 1.8735
C 1.7238 0.3187 0.5390
N 2.4106 0.9123 -0.5972
C 0.1470 0.6101 0.4799
C -0.7471 -0.5022 0.0349
O -1.9707 0.0561 -0.2602
H 0.5024 0.9926 4.0537
H 0.0442 -0.3886 2.9386
H 0.6401 -0.7146 4.5816
H 3.0267 -0.0845 3.6041
H 2.0745 1.8210 1.9782
H 3.4491 0.6376 1.6765
H 1.7937 -0.8728 0.4006
H 1.8725 0.7097 -1.5458
H 2.3272 1.9728 -0.5345
H -0.0702 0.9528 1.4452
H -0.1890 1.4154 -0.2779
H -0.2809 -1.0905 -0.8716
H -1.1015 -1.3351 0.7506
H -2.1505 0.1245 -1.3168
O -1.5800 2.0533 -3.8406
H -1.3659 2.6727 -3.0917
H -0.6860 1.7520 -3.9749
O 0.3179 -1.5134 -2.9640
H 0.7410 -1.7513 -2.1115
H 0.7382 -2.1206 -3.5422
O 1.4286 -2.5978 -0.7844
H 1.7405 -3.3683 -1.1407
H 1.2486 -2.6526 0.2070
O -2.0846 -0.2883 -2.8186
H -1.1196 -0.5225 -2.8453
H -2.1364 0.7071 -3.0551
O -0.9996 3.4587 -1.8647
H -1.5303 2.8796 -1.2337
H -1.0512 4.2754 -1.5029
O 1.1392 -3.0395 1.8270
H 1.6961 -3.6906 2.2569
H 1.4176 -2.1622 2.2605
O -2.0479 2.5918 0.3092
H -2.8768 2.5408 0.8477
H -2.0296 1.6501 0.0212
O -3.5226 -2.6614 0.4771
H -2.9718 -2.3525 1.1550
H -3.2244 -2.0951 -0.2318
```

Calculated values
SMILES string = CNC[C@H](N)CCO.O.O.O.O.O.O.O.O
HOMO energy = -9.0 eV
E_LUMO = 0.269 eV
spin multiplicity = 1

=====

Stability, highest: *three*

=====

*one*
C19H33LaN5O6PS6Te as an isolated structure, computed with wB97M-V/def2-TZVPD.

Geometry as XYZ:
```
72
Properties=species:S:1:pos:R:3
La 1.4420 -0.8364 -0.5970
S 4.1489 -0.5604 0.3374
S 4.7601 0.4745 -1.3513
S 3.1643 0.1154 -2.8146
S 1.6534 1.3120 -2.2520
C -1.2332 5.9438 2.9418
C 0.0310 6.8166 2.9980
N 1.2190 6.1305 3.4710
C 1.5118 4.9883 2.6177
C 0.3151 3.9759 2.5695
N -0.8646 4.5334 3.4441
C -0.3275 4.6382 4.8288
C 0.8803 5.6138 4.8315
H -1.6373 5.7794 1.9339
H -1.9796 6.2498 3.6636
H -0.1297 7.6928 3.6028
H 0.2343 7.1972 1.9751
H 2.4512 4.5412 3.0085
H 1.8146 5.3712 1.6112
H 0.5444 3.0148 3.0792
H -0.0632 3.7142 1.5568
H -1.7070 3.8841 3.4236
H 0.0877 3.6634 5.1304
H -1.1045 4.8994 5.5195
H 1.7455 5.1345 5.2801
H 0.7020 6.4719 5.4932
C -0.9021 -0.5827 -6.3129
N 0.4985 -0.1909 -6.0137
C 1.4638 -0.3796 -6.9169
N 1.0472 -0.7552 -8.1818
S 3.0807 -0.0214 -6.5387
H -1.4736 0.0528 -5.6239
H -1.0737 -1.6448 -6.2517
H -1.1559 -0.1840 -7.2992
H 0.7337 0.0405 -5.0836
H 0.0840 -1.0531 -8.2971
H 1.8198 -0.9268 -8.8591
C -2.3353 -5.6305 -0.7451
C -1.1789 -5.6377 -1.7972
O -0.8345 -4.2416 -1.9683
P 0.6413 -3.8602 -1.9686
O 0.6454 -2.4272 -2.2942
Te 1.4781 -4.0305 0.2912
O 1.2870 -4.8183 -3.1121
C 2.3755 -4.2205 -3.8732
C 3.6503 -4.9718 -3.7215
H -2.2562 -6.5731 -0.1137
H -3.3633 -5.6753 -1.2704
H -2.2460 -4.7539 -0.0573
H -1.4065 -6.1706 -2.7166
H -0.2639 -6.0965 -1.3751
H 2.3600 -3.1309 -3.7161
H 1.9798 -4.3814 -4.9028
H 3.9434 -5.5230 -4.6197
H 3.6211 -5.6785 -2.8514
H 4.4504 -4.2579 -3.5468
O -1.3017 0.9150 6.0155
S -1.5382 1.0807 4.5585
O -2.3836 2.2093 4.2022
N -0.1517 0.9087 3.6457
C -0.3136 0.0491 2.5964
O 0.4524 -0.0208 1.5539
C -1.5479 -0.7856 2.7725
C -1.8978 -1.8976 1.9565
C -3.0105 -2.6160 2.4686
C -3.7667 -2.2037 3.5403
C -3.2792 -1.1917 4.3778
C -2.2743 -0.3885 3.8849
H -1.4949 -2.0086 0.9605
H -3.3729 -3.4175 1.7566
H -4.7214 -2.6727 3.7848
H -3.7277 -0.9951 5.3601
```

Calculated values
HOMO energy = -6.7 eV
E_LUMO = -0.341 eV
spin multiplicity = 1

=====

*two*
C19H33LaN5O6PS6Te as an isolated structure, computed with wB97M-V/def2-TZVPD.

Geometry as XYZ:
```
72
Properties=species:S:1:pos:R:3
La -16.2342 -10.8042 5.0079
S -16.3670 -12.4666 2.3549
S -17.8643 -13.8508 2.7346
S -17.2151 -14.8591 4.4509
S -16.9902 -13.4210 5.9105
C -12.0552 -13.5437 5.0118
C -13.3135 -12.7602 4.6621
N -13.4279 -11.6770 5.7065
C -13.3651 -12.1895 7.0471
C -12.0571 -12.8185 7.3806
N -11.2594 -12.8977 6.1140
C -10.9452 -11.4883 5.5676
C -12.2913 -10.7102 5.5389
H -11.4077 -13.6253 4.1268
H -12.3526 -14.5838 5.2920
H -14.2067 -13.3964 4.7179
H -13.0955 -12.2892 3.7085
H -14.2106 -12.9590 7.0936
H -13.5709 -11.3847 7.7412
H -12.1745 -13.7916 7.8213
H -11.5504 -12.2347 8.1600
H -10.4109 -13.4519 6.2357
H -10.5821 -11.5949 4.5569
H -10.1809 -11.0118 6.1778
H -12.4393 -10.2092 4.5824
H -12.4509 -9.8851 6.2881
C -21.1194 -11.7559 6.9179
N -20.0198 -11.3230 6.1724
C -20.0378 -11.2949 4.8083
N -20.7609 -12.2500 4.1639
S -19.0140 -10.1445 4.0451
H -20.9842 -12.6376 7.5009
H -22.0182 -11.8555 6.3687
H -21.3110 -11.0180 7.7336
H -19.4089 -10.5531 6.5174
H -21.1729 -12.9834 4.7084
H -20.5701 -12.4041 3.1828
C -17.6243 -5.8447 7.0782
C -18.5265 -7.0238 7.2300
O -18.0159 -7.9296 8.3120
P -17.0366 -9.1701 8.0372
O -17.4320 -10.1345 6.8732
Te -14.7226 -8.5223 7.5769
O -17.1956 -9.9229 9.3649
C -16.8807 -11.3182 9.8024
C -18.0362 -11.7199 10.6793
H -18.0243 -5.0678 6.4107
H -16.6835 -6.1552 6.6126
H -17.4409 -5.3715 8.0587
H -18.5703 -7.6362 6.3247
H -19.5552 -6.7508 7.5526
H -15.9927 -11.1544 10.3996
H -16.7729 -11.8729 8.8749
H -18.3355 -10.8926 11.3045
H -17.8441 -12.5594 11.3566
H -18.8721 -12.0455 10.0672
O -12.4954 -10.1669 2.4811
S -13.7816 -9.6545 2.1539
O -14.4733 -10.2714 1.0421
N -14.7977 -9.6273 3.4420
C -15.3888 -8.3749 3.6003
O -16.3274 -8.1649 4.3851
C -14.7056 -7.3314 2.8038
C -15.0045 -5.9427 2.7798
C -14.0035 -5.1662 2.2534
C -12.8148 -5.6873 1.6703
C -12.6757 -7.0421 1.5085
C -13.6911 -7.8611 2.0583
H -16.0077 -5.5805 3.1005
H -13.9559 -4.1095 2.3186
H -12.0844 -5.0095 1.2488
H -11.8666 -7.5474 1.0041
```

Calculated values
HOMO energy = -5.9 eV
E_LUMO = -0.740 eV
spin multiplicity = 1

=====

Stability, highest: *two*

=====

*one*
A 2-piece molecular cluster, C2H7N2O overall, computed with wB97M-V/def2-TZVPD.

Geometry as XYZ:
```
12
Properties=species:S:1:pos:R:3
C 1.2599 -1.2090 -0.0277
C 1.1353 1.0941 0.1270
N -2.4086 0.1354 -0.0893
N 1.8261 -0.1811 0.3996
O -1.2878 -0.4778 -0.8959
H 0.1680 -1.2529 -0.4269
H 1.7740 -2.0382 -0.0933
H -3.2458 -0.3836 -0.2022
H 0.0627 0.8904 -0.1308
H 1.1660 1.6330 1.0592
H 1.7300 1.7664 -0.5923
H -2.1799 0.0232 0.8725
```

Calculated values
HOMO energy = -2.1 eV
E_LUMO = 4.657 eV
spin multiplicity = 1
total charge = -1

=====

*two*
A 2-piece molecular cluster, C2H7N2O overall, computed with wB97M-V/def2-TZVPD.

Geometry as XYZ:
```
12
Properties=species:S:1:pos:R:3
C 1.9887 -1.2021 0.0204
O 1.3388 -0.0457 0.5867
H 2.6523 -1.7045 0.7351
H 1.0803 -1.8694 -0.2548
H 2.5632 -1.1128 -0.9915
N -1.7685 1.7741 -0.6354
C -1.2529 1.0006 0.4627
N -1.6986 -0.2590 0.5043
H -1.8819 2.7497 -0.5328
H -2.3038 1.2589 -1.3686
H 0.3626 0.1805 0.3663
H -1.0801 -0.7703 1.1078
```

Calculated values
HOMO energy = -2.0 eV
E_LUMO = 4.180 eV
spin multiplicity = 1
total charge = -1

=====

Stability, highest: *two*

=====

*one*
One molecule with the formula C6H4N4, computed with wB97M-V/def2-TZVPD.

Geometry as XYZ:
```
14
Properties=species:S:1:pos:R:3
H 2.1676 -1.3877 0.4174
N 1.1558 -1.4077 0.1226
C 0.4567 -0.2870 0.0988
C 1.0834 1.0158 0.4656
C 0.9651 1.9263 -0.6910
N 0.7835 2.5792 -1.6329
C -1.0306 -0.3386 -0.2314
C -1.3868 -1.4164 -1.1842
N -1.7125 -2.2620 -1.8995
C -1.7227 -0.6395 1.0016
N -2.1198 -0.7732 2.0880
H 0.5973 1.4890 1.3313
H 2.1583 0.9160 0.7179
H -1.3952 0.5859 -0.6040
```

Calculated values
SMILES string = [H]/N=C(\CC#N)C(C#N)C#N
HOMO energy = -11.4 eV
E_LUMO = -0.345 eV
spin multiplicity = 1

=====

*two*
One molecule with the formula C6H4N4, computed with wB97M-V/def2-TZVPD.

Geometry as XYZ:
```
14
Properties=species:S:1:pos:R:3
H -2.3013 0.7964 0.8886
N -1.3370 1.1696 1.0067
C -0.3534 0.6433 0.5630
C 0.9959 0.9703 1.0049
C -0.2097 -0.5512 -0.7718
C 0.1173 -1.7017 0.0473
N 0.4253 -2.6766 0.5453
C -1.5148 -0.6482 -1.3065
N -2.6118 -0.3968 -1.5288
C 0.8338 -0.2543 -1.6039
N 1.7224 -0.1335 -2.2792
H 1.7386 1.0469 0.2006
H 1.3993 -0.0187 1.4659
H 1.0954 1.7545 1.7678
```

Calculated values
SMILES string = [H]/N=C(/C)C(C#N)(C#N)C#N
HOMO energy = -10.7 eV
E_LUMO = 0.162 eV
spin multiplicity = 1

=====

Stability, highest: *one*

=====

*one*
A 2-piece molecular cluster, C6H11NO3 overall, computed with wB97M-V/def2-TZVPD.

Geometry as XYZ:
```
21
Properties=species:S:1:pos:R:3
C 0.5568 -1.3885 -1.1408
C 3.9893 -0.9273 -0.5872
C -0.2704 -0.1560 -1.4825
C -0.9874 -0.5070 0.8190
C 0.2526 -1.3695 1.2171
C 0.2823 1.6413 0.1658
N -0.6735 0.5256 -0.2400
O 2.9334 -0.4866 -0.7118
O 0.8254 -1.9012 -0.0390
O 4.9874 -1.4181 -0.4659
H 0.8960 -1.9087 -2.0754
H 0.1334 0.5915 -2.1809
H -1.1592 -0.6380 -2.0212
H -1.6996 -1.0935 0.2965
H -1.3144 0.0073 1.7379
H 1.2127 -0.9878 1.7629
H -0.0956 -2.2295 1.8726
H 0.0957 1.7361 1.2333
H 1.3636 1.2817 0.0208
H 0.1483 2.6765 -0.2898
H -1.5925 1.1154 -0.3089
```

Calculated values
HOMO energy = -19.9 eV
E_LUMO = -9.719 eV
spin multiplicity = 1
total charge = +2

=====

*two*
A 2-piece molecular cluster, C6H11NO3 overall, computed with wB97M-V/def2-TZVPD.

Geometry as XYZ:
```
21
Properties=species:S:1:pos:R:3
C 0.8362 -1.2872 0.0543
C -0.0916 -1.6352 2.9365
C 1.3945 0.0642 -0.2023
C -0.6517 0.1724 -1.5760
C -1.2858 -0.9021 -0.7433
C -0.3103 1.9194 0.2297
N 0.3944 0.9657 -0.8061
O 0.1678 -0.7838 2.1545
O -0.2922 -1.7561 -0.1762
O -0.2619 -2.5643 3.5482
H 1.5875 -1.9208 0.6568
H 1.8731 0.4369 0.7859
H 2.3606 0.2040 -0.8340
H 0.0568 -0.0231 -2.4484
H -1.4025 0.9308 -1.8627
H -1.8186 -0.4483 0.0604
H -1.8649 -1.5925 -1.3494
H -0.9133 2.5043 -0.3582
H -1.0202 1.3213 0.8080
H 0.3655 2.7439 0.6444
H 0.8768 1.6504 -1.5220
```

Calculated values
HOMO energy = -20.6 eV
E_LUMO = -9.629 eV
spin multiplicity = 1
total charge = +2

=====

Stability, highest: *one*